Entry 1:
The following is a quantum chemistry calculation of a structure of composition C28H37BrClF3NO7PS3Si2 in a non-equilibrium geometry, from the OMol25 dataset.

Its spin multiplicity is 1. For the energy above the lowest of the compared OMol25 structures with the same formula, charge and spin, the calculation gives 9.9 kcal/mol.

Each line ends with the Löwdin charge.
Atoms and positions in Å:
F 4.54 2.55 0.95  0.094
C 3.77 1.46 1.11  -0.630
F 3.34 1.44 2.38  0.087
F 4.57 0.38 0.97  0.093
Si 2.31 1.37 -0.16  0.599
C 3.12 1.00 -1.81  -0.197
C 2.56 1.77 -3.03  -0.307
C 1.54 0.98 -3.82  -0.629
Cl 1.41 1.57 -5.50  0.570
C 1.20 -0.02 0.44  -0.206
C 0.74 -1.03 -0.65  -0.282
C -0.76 -1.39 -0.54  -0.443
S -1.66 -0.32 -1.70  0.868
C -3.07 -1.32 -2.28  -1.057
S -2.85 -2.33 -3.50  0.763
N -4.35 -1.13 -1.67  -0.090
C -4.66 0.29 -1.66  -0.282
C -5.25 0.80 -2.82  -0.008
C -5.55 2.15 -2.91  -0.074
C -5.26 3.01 -1.86  -0.081
C -4.69 2.50 -0.70  -0.082
C -4.39 1.15 -0.61  -0.069
C -4.52 -1.80 -0.42  -0.218
C -3.67 -2.82 0.00  -0.037
C -3.88 -3.47 1.21  -0.070
C -4.96 -3.15 2.03  -0.090
C -5.82 -2.14 1.60  -0.076
C -5.60 -1.48 0.40  -0.028
O 1.60 2.89 -0.10  -0.351
Si 0.04 3.11 -0.52  -0.075
Br -1.33 2.85 1.24  0.386
P -0.13 5.26 -1.16  0.163
S 1.39 5.75 -2.30  0.042
H 4.16 1.28 -1.71  0.086
H 3.09 -0.08 -1.97  0.082
H 2.20 2.77 -2.77  0.059
H 3.39 1.94 -3.71  0.096
H 0.54 1.01 -3.39  0.023
H 1.84 -0.06 -3.83  0.071
H 0.34 0.33 1.00  0.047
H 1.80 -0.59 1.15  0.089
H 0.89 -0.67 -1.66  0.052
H 1.27 -1.96 -0.49  0.108
H -1.11 -1.28 0.49  0.084
H -0.86 -2.42 -0.85  0.054
H -5.48 0.15 -3.65  0.118
H -5.99 2.56 -3.81  0.103
H -5.48 4.07 -1.96  0.100
H -4.44 3.14 0.14  0.087
H -3.93 0.77 0.29  0.107
H -2.83 -3.15 -0.59  0.072
H -3.20 -4.26 1.50  0.102
H -5.10 -3.67 2.96  0.098
H -6.67 -1.89 2.21  0.103
H -6.28 -0.70 0.09  0.116
H -0.39 2.29 -1.66  -0.031
H -1.37 5.44 -1.82  -0.056
H -0.19 6.08 -0.01  -0.053
C -1.66 -6.87 -2.07  -0.016
C -0.40 -6.36 -1.43  -0.325
C 0.30 -7.34 -0.52  -0.088
O 0.94 -6.48 0.43  0.071
C 0.24 -5.33 0.49  -0.566
O 0.38 -4.47 1.30  0.162
O -0.67 -5.28 -0.52  0.061
H -1.48 -7.82 -2.58  0.092
H -2.44 -7.00 -1.32  0.095
H -2.04 -6.16 -2.81  0.083
H 0.29 -5.98 -2.19  0.159
H 1.03 -7.96 -1.03  0.139
H -0.40 -7.99 0.02  0.141
C 5.05 3.72 3.70  -0.029
C 6.25 4.31 4.40  -0.322
C 6.88 3.41 5.44  -0.097
O 7.43 4.35 6.37  0.061
C 6.71 5.50 6.28  -0.564
O 6.78 6.41 7.03  0.167
O 5.88 5.45 5.20  0.084
H 5.29 2.74 3.29  0.071
H 4.21 3.63 4.39  0.099
H 4.73 4.37 2.88  0.088
H 6.99 4.64 3.67  0.159
H 7.66 2.78 5.04  0.137
H 6.14 2.79 5.96  0.139

Entry 2:
The following is a quantum chemistry calculation of a structure of composition C15H51Ca2O26P3S2 in a non-equilibrium geometry, from the OMol25 dataset.

Its spin multiplicity is 1.

Each line ends with the Löwdin charge.
Atoms and positions in Å:
Ca -3.12 0.50 -0.99  1.505
Ca -1.35 -2.90 0.24  1.550
S -4.19 -2.02 -0.10  0.191
O -4.48 -0.68 0.39  -0.453
O -5.28 -2.61 -0.84  -0.305
O -3.03 -1.77 -0.99  -0.578
O -3.65 -2.87 0.96  -0.434
S -0.04 -0.67 -1.17  0.323
O -0.60 -0.82 0.20  -0.504
O -1.11 0.07 -1.83  -0.451
O 1.28 -0.07 -1.16  -0.295
O -0.11 -2.05 -1.70  -0.403
C -5.09 0.03 -3.74  -0.109
O -3.76 0.11 -3.23  -0.220
H -5.80 0.34 -2.97  0.090
H -5.24 0.67 -4.61  0.083
H -5.44 -0.98 -3.92  0.096
H -3.25 -0.49 -3.79  0.105
C 0.66 -1.49 -5.02  -0.180
O -0.59 -1.56 -4.39  -0.134
H 0.56 -1.84 -6.05  0.078
H 1.08 -0.49 -5.23  0.062
H 1.44 -2.06 -4.51  0.085
H -0.44 -1.66 -3.42  0.020
C -1.51 2.58 1.43  -0.087
O -1.99 1.35 0.88  -0.244
H -1.91 3.46 0.94  0.070
H -1.63 2.55 2.51  0.083
H -0.44 2.64 1.19  0.080
H -1.27 0.69 0.96  0.040
C 4.10 0.80 -3.28  -0.159
O 3.78 -0.01 -2.16  -0.142
H 3.17 1.13 -3.78  0.066
H 4.50 1.78 -2.97  0.073
H 4.75 0.28 -3.98  0.074
H 2.81 0.09 -2.04  0.009
C 1.47 3.37 -0.92  -0.181
O 1.94 2.37 -0.07  -0.120
H 2.26 3.81 -1.54  0.081
H 0.68 3.10 -1.62  0.060
H 1.05 4.18 -0.33  0.069
H 1.74 1.48 -0.44  0.028
C 1.73 -4.85 0.62  -0.101
O 0.92 -3.75 0.23  -0.235
H 2.14 -5.41 -0.23  0.094
H 2.60 -4.57 1.22  0.074
H 1.08 -5.53 1.18  0.089
H 1.37 -3.28 -0.50  0.082
C -1.60 5.47 -1.60  -0.067
O -1.39 4.66 -2.76  -0.214
P -2.23 3.39 -3.18  0.418
O -2.55 2.47 -2.07  -0.314
O -3.51 4.06 -3.85  -0.198
C -3.55 4.52 -5.20  -0.096
O -1.42 2.82 -4.43  -0.197
C -0.38 1.85 -4.26  -0.069
H -1.29 4.89 -0.73  0.062
H -2.61 5.87 -1.60  0.097
H -0.84 6.25 -1.63  0.095
H -3.93 5.55 -5.15  0.091
H -4.35 4.02 -5.75  0.090
H -2.61 4.62 -5.72  0.091
H -0.17 1.64 -3.21  0.054
H 0.54 2.26 -4.68  0.098
H -0.72 0.88 -4.62  0.077
C 0.68 0.11 3.68  -0.087
O -0.73 0.13 3.62  -0.229
P -1.62 -1.21 3.56  0.453
O -1.40 -2.06 2.38  -0.315
O -3.02 -0.46 3.71  -0.193
C -4.20 -1.26 3.66  -0.088
O -1.41 -1.85 5.01  -0.214
C -1.59 -1.01 6.17  -0.068
H 1.08 1.01 4.13  0.100
H 1.06 -0.14 2.69  0.070
H 1.14 -0.69 4.28  0.095
H -4.06 -2.30 3.97  0.097
H -4.64 -1.27 2.67  0.059
H -4.98 -0.80 4.27  0.093
H -2.61 -1.18 6.52  0.093
H -1.38 0.04 6.00  0.090
H -0.84 -1.36 6.87  0.094
C 3.28 -1.38 1.52  -0.075
O 4.33 -2.30 1.85  -0.203
P 5.12 -2.19 3.24  0.394
O 6.42 -2.87 3.12  -0.229
O 4.12 -2.82 4.32  -0.220
C 4.00 -4.22 4.47  -0.102
O 5.16 -0.63 3.65  -0.223
C 6.32 -0.14 4.31  -0.104
H 3.49 -0.88 0.57  0.092
H 3.13 -0.66 2.32  0.070
H 2.36 -1.93 1.29  0.073
H 2.99 -4.46 4.80  0.087
H 4.65 -4.60 5.26  0.091
H 4.19 -4.72 3.52  0.084
H 6.49 -0.62 5.28  0.090
H 6.07 0.88 4.58  0.091
H 7.25 -0.34 3.78  0.090

Entry 3:
The following is a quantum chemistry calculation of a cluster of 8 separate species, C24H50FNO13S5 in total in a non-equilibrium geometry, from the OMol25 dataset.

Its spin multiplicity is 1. For the energy above the lowest of the compared OMol25 structures with the same formula, charge and spin, the calculation gives 45.9 kcal/mol.

Each line ends with the Löwdin charge.
Atoms and positions in Å:
N 15.78 26.32 30.43  0.321
H 16.07 25.55 30.13  -0.027
H 16.52 26.55 31.27  0.197
H 14.69 26.34 30.62  0.174
H 15.73 26.88 29.70  0.018
F 15.46 28.41 32.38  -0.791
C 11.10 27.95 24.88  -0.023
C 12.08 28.94 25.56  -0.233
C 11.48 29.73 26.71  -0.062
O 12.23 29.26 27.82  0.134
C 12.97 28.26 27.48  -0.733
O 13.64 27.61 28.20  0.166
O 12.96 28.00 26.25  0.113
H 10.34 28.47 24.20  0.110
H 10.72 27.11 25.53  0.089
H 11.70 27.23 24.31  0.075
H 12.55 29.58 24.90  0.128
H 10.45 29.53 26.91  0.132
H 11.75 30.75 26.51  0.133
C 20.44 21.68 32.39  -0.172
C 21.53 22.23 31.48  -0.194
C 21.31 23.76 31.37  -0.216
S 19.57 23.78 31.09  0.620
O 19.33 23.59 29.69  -0.315
O 18.90 24.91 31.67  -0.330
C 19.15 22.24 31.86  -0.171
H 20.70 21.93 33.31  0.084
H 20.51 20.78 32.50  0.032
H 21.56 21.74 30.50  0.123
H 22.50 22.23 31.88  0.095
H 21.66 24.26 30.20  0.195
H 21.68 24.34 32.14  0.069
H 18.64 21.57 31.21  0.120
H 18.59 22.70 32.59  0.040
C 17.18 23.54 25.29  -0.217
C 16.79 24.67 24.38  -0.165
C 15.65 25.54 25.10  -0.153
S 16.29 25.54 26.76  0.672
O 15.22 25.13 27.68  -0.340
O 16.94 26.82 27.02  -0.313
C 17.40 24.21 26.65  -0.231
H 18.09 22.96 24.85  0.159
H 16.55 22.83 25.42  0.043
H 16.49 24.30 23.41  0.103
H 17.69 25.29 24.24  0.126
H 14.80 25.19 25.50  0.042
H 15.47 26.45 24.78  0.051
H 17.23 23.49 27.49  0.127
H 18.36 24.82 26.75  0.137
C 15.89 24.92 35.01  -0.232
C 14.70 25.42 34.28  -0.230
C 14.21 24.31 33.49  -0.223
S 15.59 23.33 32.96  0.653
O 16.26 23.74 31.72  -0.320
O 15.31 22.04 33.35  -0.289
C 16.69 23.92 34.22  -0.253
H 15.55 24.26 35.90  0.138
H 16.47 25.59 35.60  0.107
H 14.80 26.33 33.92  0.057
H 13.90 25.79 34.84  0.115
H 13.65 24.51 32.64  0.059
H 13.43 23.84 34.07  0.129
H 17.65 24.56 33.98  0.136
H 16.88 22.92 34.85  0.143
C 10.16 24.51 27.84  -0.239
C 10.30 23.15 28.47  -0.201
C 10.76 23.36 29.90  -0.261
S 11.62 24.85 30.01  0.614
O 12.99 24.66 30.18  -0.278
O 10.74 25.62 30.84  -0.290
C 11.36 25.20 28.32  -0.268
H 9.16 24.90 27.94  0.121
H 10.25 24.62 26.72  0.136
H 11.01 22.57 28.01  0.087
H 9.36 22.56 28.62  0.135
H 11.46 22.59 30.21  0.097
H 10.03 23.30 30.84  0.157
H 12.27 24.94 27.75  0.126
H 10.99 26.19 28.15  0.101
C 20.13 29.98 31.02  -0.175
C 20.44 29.09 32.22  -0.213
C 19.96 27.71 31.88  -0.269
S 19.90 27.47 30.16  0.660
O 18.53 27.20 29.82  -0.318
O 20.94 26.49 29.83  -0.345
C 20.25 29.16 29.77  -0.233
H 20.59 30.82 30.94  0.043
H 19.01 30.23 31.15  0.172
H 19.89 29.46 32.94  0.056
H 21.60 29.10 32.39  0.155
H 18.91 27.58 32.35  0.143
H 20.78 26.85 32.28  0.161
H 19.71 29.46 28.98  0.060
H 21.15 29.06 29.09  0.132

Entry 4:
The following is a quantum chemistry calculation of a cluster of 2 separate species, C2H7N3S in total in a non-equilibrium geometry, from the OMol25 dataset.

Its spin multiplicity is 1. As for the SMILES: [H]/N=N/SN.C=C. For the energy above the lowest of the compared OMol25 structures with the same formula, charge and spin, the calculation gives 74.7 kcal/mol.

Each line ends with the Löwdin charge.
Atoms and positions in Å:
C -0.87 1.50 -1.64  -0.083
C -0.40 1.35 -2.85  -0.080
N 0.05 0.07 1.82  -0.493
N -0.81 -0.85 2.00  -0.078
N 1.72 -2.09 1.66  -0.345
S 1.61 -0.38 1.60  0.797
H -0.79 2.45 -1.14  0.041
H -1.49 0.76 -1.15  0.045
H -0.11 0.41 -3.22  0.027
H 0.03 2.14 -3.45  0.045
H -1.74 -0.52 2.38  0.065
H 1.90 -2.35 2.70  0.074
H 0.89 -2.48 1.29  -0.014

Orbital gap? In order: 7.4 9.1 7.0 9.5 eV.
E_HOMO? In order: -8.4784 -8.9986 -6.7558 -9.0085 eV.
Lowest unoccupied orbital energy? In order: -1.0573 0.1198 0.2149 0.5082 eV.